Record 1
Below is 2 unconnected molecules or ions with the total composition C2H4NO3 at a distorted geometry, with properties calculated with ωB97M-V/def2-TZVPD.

Element x y z (Å)
C1 -1.03186 -0.14357 -0.83335
C2 -0.86772 -0.65985 0.52818
N1 1.34839 0.76534 -0.99359
O1 1.95094 -0.03397 0.01029
O2 1.10356 1.96444 -0.63886
O3 -2.04621 -0.33493 -1.48566
H1 -0.25732 -1.59633 0.62946
H2 -0.22594 0.03673 0.99778
H3 -1.82322 -0.64146 1.06180
H4 1.84938 0.64360 0.72395

Values from the calculation:
Kohn-Sham gap (spin up / spin down), eV: 6.92 / 5.39
Net charge: -1
Total energy, eV: -9767.02728

=====

Record 2
Below is 11 unconnected molecules or ions with the total composition C39H85FO24S7 at a distorted geometry, with properties calculated with ωB97M-V/def2-TZVPD.

Element x y z (Å)
C1 1.25177 -3.42552 1.23090
C2 1.34828 -4.91638 1.05935
O1 2.38396 -5.31168 0.15447
S1 2.35998 -4.86928 -1.46570
C3 3.21360 -3.24419 -1.27621
O2 3.34456 -5.71060 -2.16073
O3 0.95693 -4.77310 -1.90371
H1 0.55687 -3.38810 2.07245
H2 0.78541 -2.82121 0.45325
H3 2.09647 -2.86052 1.62730
H4 1.44713 -5.35647 2.04985
H5 0.40185 -5.08705 0.54385
H6 3.99598 -3.46566 -0.55026
H7 2.53220 -2.58389 -0.74177
H8 3.64853 -2.94206 -2.22727
C4 -7.59699 -0.39675 -2.06533
C5 -7.37936 1.02921 -1.77494
O4 -6.92183 1.67722 -2.89643
S2 -6.40544 3.31186 -2.79503
C6 -4.77559 2.96455 -1.91132
O5 -6.13785 3.81348 -4.11773
O6 -7.23649 4.13778 -1.91780
H9 -8.18470 -0.82642 -1.25451
H10 -6.71314 -0.95005 -2.38095
H11 -8.25924 -0.40918 -2.93290
H12 -8.29572 1.53372 -1.46364
H13 -6.61520 1.25642 -1.02804
H14 -4.10071 3.71636 -2.31830
H15 -4.53875 1.97187 -2.29086
H16 -4.94611 3.05950 -0.84061
C7 6.49897 -0.25094 5.86296
C8 6.97759 -0.18738 4.43545
O7 6.21191 -1.18612 3.68867
S3 6.10733 -0.90832 2.06752
C9 4.82504 0.32357 2.28369
O8 7.34228 -0.26866 1.61659
O9 5.50851 -2.09963 1.44705
H17 5.41613 -0.21904 5.98891
H18 6.82797 0.50506 6.57682
H19 6.84393 -1.16354 6.35002
H20 6.95842 0.78529 3.94438
H21 8.02521 -0.48313 4.37601
H22 3.93683 -0.07143 2.77195
H23 4.64567 0.59297 1.24238
H24 5.27532 1.15422 2.82462
C10 -1.90023 -3.24116 -0.40185
C11 -2.84986 -4.26847 0.31747
O10 -4.01140 -3.57043 0.79978
S4 -5.09380 -2.85543 -0.22542
C12 -6.50263 -3.88061 0.31093
O11 -5.35266 -1.45776 0.19323
O12 -4.81235 -3.08914 -1.63676
H25 -1.54106 -2.44228 0.24663
H26 -2.53074 -2.70935 -1.11574
H27 -1.07579 -3.60561 -1.01461
H28 -3.06354 -5.11436 -0.33687
H29 -2.25026 -4.76906 1.07804
H30 -6.62176 -4.79484 -0.26807
H31 -7.39124 -3.25884 0.41426
H32 -6.29905 -4.16832 1.34240
C13 -3.97897 -0.46472 3.02962
C14 -4.22943 -0.33781 4.51184
O13 -5.16750 0.63525 4.72954
S5 -4.77068 1.89763 5.79174
C15 -3.54351 2.90035 4.72915
O14 -5.90165 2.72982 6.08742
O15 -3.94218 1.37508 6.85900
H33 -3.28085 0.30001 2.68648
H34 -4.85020 -0.36111 2.38371
H35 -3.54341 -1.45951 2.92909
H36 -4.69453 -1.28534 4.78600
H37 -3.23810 -0.13858 4.91933
H38 -4.04427 3.33754 3.86564
H39 -2.79668 2.20155 4.35368
H40 -3.12327 3.71622 5.31527
C16 -0.99725 -0.02240 8.28027
C17 -0.29389 0.37961 6.98158
O16 -0.46564 -0.68153 6.05941
S6 0.59719 -0.52248 4.72294
C18 2.27884 -0.63608 5.40972
O17 0.42693 -1.69327 3.84497
O18 0.36360 0.73985 4.09701
H41 -2.06512 0.16760 8.15925
H42 -0.88607 0.66144 9.12268
H43 -0.82306 -1.05821 8.56823
H44 -0.78050 1.30284 6.66628
H45 0.78733 0.47951 7.07437
H46 2.41535 -1.64225 5.80360
H47 2.51971 0.14998 6.12360
H48 2.92852 -0.50145 4.54566
C19 0.78218 -2.40627 -4.47671
C20 1.19144 -0.99786 -4.61715
O19 1.87879 -0.93564 -5.86025
S7 3.25118 0.01873 -5.87356
C21 4.38280 -1.23451 -5.18903
O20 3.63041 0.30724 -7.22084
O21 3.09791 1.03127 -4.83117
H49 0.05328 -2.29917 -3.66929
H50 1.46687 -3.17063 -4.11099
H51 0.21900 -2.79749 -5.32384
H52 0.33313 -0.32967 -4.68929
H53 1.78137 -0.75566 -3.73262
H54 5.37440 -0.91180 -5.51254
H55 4.20369 -2.20410 -5.65032
H56 4.60605 -1.15542 -4.12557
F1 2.61341 0.61974 0.04316
C22 1.26612 0.71681 -0.25857
C23 0.39094 0.24250 0.71171
C24 -1.01599 0.14572 0.47477
C25 -1.50835 0.61916 -0.75627
C26 -0.65745 1.06225 -1.75458
C27 0.77305 1.10030 -1.53073
H57 0.86975 -0.14555 1.59932
H58 -1.63049 -0.26667 1.26123
H59 -2.56031 0.43303 -0.92254
H60 -1.05656 1.24037 -2.74264
H61 1.49416 1.51285 -2.22216
C28 5.28555 2.54722 -1.92968
C29 6.43565 1.69347 -1.45241
C30 6.49261 0.67426 -2.60478
O22 6.02797 1.29127 -3.79612
C31 5.47867 2.54532 -3.51285
H62 5.27043 3.56671 -1.54301
H63 4.27978 2.15843 -1.76567
H64 6.09586 1.32880 -0.48376
H65 7.38836 2.22198 -1.44798
H66 5.84051 -0.15445 -2.32336
H67 7.52888 0.36770 -2.74650
H68 4.57265 2.76007 -4.07783
H69 6.23724 3.29121 -3.75884
C32 -3.19592 0.40469 -4.45115
C33 -3.37266 -1.00984 -3.85074
C34 -3.46554 -1.83236 -5.07444
O23 -3.77930 -0.87473 -6.13871
C35 -4.19138 0.42158 -5.58718
H70 -2.17648 0.45200 -4.83659
H71 -3.31724 1.29040 -3.82570
H72 -4.20454 -1.01573 -3.14498
H73 -2.54879 -1.28176 -3.18907
H74 -4.29499 -2.50444 -4.85324
H75 -2.47989 -2.29300 -5.13207
H76 -5.19780 0.63409 -5.22385
H77 -3.94948 1.09531 -6.40851
C36 2.06989 4.89944 -1.58514
C37 1.37326 6.15179 -1.22714
C38 2.23093 6.69647 -0.13735
O24 2.59059 5.48627 0.59280
C39 2.51686 4.39518 -0.24647
H78 2.86547 5.09390 -2.30579
H79 1.39764 4.26515 -2.16453
H80 0.33482 5.97260 -0.94742
H81 1.36825 6.84786 -2.06710
H82 1.73662 7.51778 0.38393
H83 3.06788 7.28860 -0.51352
H84 1.77942 3.72106 0.19397
H85 3.45558 3.84550 -0.33172

Values from the calculation:
Kohn-Sham gap, eV: 9.35
Structure (SMILES): CCOS(C)(=O)=O.CCOS(C)(=O)=O.CCOS(C)(=O)=O.CCOS(C)(=O)=O.CCOS(C)(=O)=O.CCOS(C)(=O)=O.CCOS(C)(=O)=O.Fc1ccccc1.C1CCOC1.C1CCOC1.C1CCOC1
Total energy, eV: -169515.01429

=====

Record 3
Below is a molecular structure, C4H6N2O at a distorted geometry, with properties calculated with ωB97M-V/def2-TZVPD.

Element x y z (Å)
C1 2.43059 0.35592 -0.99938
C2 0.63520 -0.24277 -0.20799
C3 -1.54155 0.84944 0.27586
C4 -0.81496 -0.39334 -0.06710
N1 1.23345 0.46801 -1.23355
N2 1.63120 -0.79078 0.49881
O1 2.83542 -0.30084 0.00154
H1 -2.53080 0.68455 0.83223
H2 -2.29705 1.02671 -0.47181
H3 -0.98706 1.80993 0.53118
H4 -1.29663 -0.76618 -1.02638
H5 -0.90760 -1.20980 0.69861
H6 1.60979 -1.49087 1.16798

Values from the calculation:
Kohn-Sham gap (spin up / spin down), eV: 10.89 / 5.01
Net charge: +2
Total energy, eV: -9244.59532

=====

Record 4
Below is 4 unconnected molecules or ions with the total composition C2H14N2O3 at a distorted geometry, with properties calculated with ωB97M-V/def2-TZVPD.

Element x y z (Å)
N1 -1.20679 -0.40603 -1.58250
C1 -0.66455 -0.77926 -0.25390
C2 0.78987 -1.23255 -0.15958
N2 1.44500 -0.56556 1.01323
H1 -2.12691 -0.08545 -1.34615
H2 -1.12636 -1.17196 -2.21824
H3 -1.26545 -1.56667 0.24292
H4 -0.77112 0.10387 0.41239
H5 0.74592 -2.29875 0.17892
H6 1.39049 -1.27593 -1.05718
H7 2.40157 -0.84532 0.88674
H8 1.14917 0.34017 1.32847
O1 -0.43546 -2.87490 2.01664
H9 0.29721 -2.24949 2.13917
H10 -1.16786 -2.43240 2.45704
O2 0.32031 3.23633 1.14866
H11 -0.43622 2.83897 1.59179
H12 0.04694 3.33504 0.22745
O3 -0.12036 2.20581 -2.29297
H13 0.56693 2.01125 -2.94241
H14 -0.17854 1.32425 -1.86519

Values from the calculation:
Kohn-Sham gap, eV: 9.90
Structure (SMILES): NCCN.O.O.O
Total energy, eV: -11423.00707

=====

Record 5
Below is a molecular structure, C4H7NO2 at a distorted geometry, with properties calculated with ωB97M-V/def2-TZVPD.

Element x y z (Å)
C1 -0.05917 0.29032 -0.15252
C2 0.89309 -0.84166 0.13603
C3 1.67865 0.27498 0.72475
C4 -2.53942 0.47474 -0.30871
N1 -1.40978 0.23542 0.27540
O1 2.60430 0.98728 0.04642
O2 -3.67601 0.27473 0.36022
H1 0.13533 0.82358 -1.08309
H2 0.51059 -1.54950 0.86045
H3 1.33595 -1.34758 -0.72135
H4 1.58763 0.54976 1.75975
H5 -2.69730 0.84638 -1.32269
H6 2.75003 0.59567 -0.82436
H7 -3.45102 -0.03142 1.25233

Values from the calculation:
Kohn-Sham gap, eV: 8.11
Total energy, eV: -9843.52176

=====

Record 6
Below is a molecular structure, C21H15AsBr3IrN3O6S at a distorted geometry, with properties calculated with ωB97M-V/def2-TZVPD.

Element x y z (Å)
Ir1 -0.38446 0.16132 0.08923
O1 2.67666 -3.18499 0.46317
As1 1.26993 -2.37677 -0.18989
O2 1.70123 -1.28349 -1.33738
O3 0.44985 -1.51154 1.03407
C1 0.37068 -3.85803 -0.99207
C2 1.12439 -4.84055 -1.62391
C3 0.48693 -5.82873 -2.35804
C4 -0.89739 -5.83576 -2.46192
C5 -1.65738 -4.86798 -1.82213
C6 -1.01301 -3.88634 -1.09188
S1 -2.33037 -1.56489 -0.97902
O4 -1.74540 -2.97022 -0.34819
O5 -1.20683 -0.96490 -1.76371
O6 -2.24763 -0.76242 0.32553
H1 3.08229 -2.68390 1.18053
H2 2.20292 -4.82862 -1.54302
H3 1.07165 -6.59441 -2.84882
H4 -1.39238 -6.60901 -3.03388
H5 -2.73839 -4.87961 -1.86433
Br1 0.06632 2.67284 6.15795
C7 -0.08028 1.94813 4.44069
C8 -1.11541 1.07679 4.13492
C9 -1.19816 0.57796 2.85168
N1 -0.31277 0.92277 1.91302
C10 0.72924 1.72031 2.21349
C11 0.86085 2.26952 3.47393
C12 1.69322 1.88590 1.10957
C13 2.88256 2.57721 1.22111
C14 3.72952 2.61467 0.12265
Br2 5.35350 3.53752 0.23372
C15 3.37180 1.96128 -1.04326
C16 2.17219 1.27440 -1.07633
N2 1.34277 1.25356 -0.02923
H6 -1.84423 0.78547 4.87637
H7 -1.96845 -0.11695 2.54249
H8 1.68509 2.92492 3.71059
H9 3.15928 3.06923 2.14096
H10 4.01729 1.95985 -1.90875
H11 1.86570 0.70254 -1.93894
Br3 -3.82645 5.38737 -2.29318
C17 -2.86060 3.92239 -1.64714
C18 -3.34724 3.17353 -0.58716
C19 -2.60428 2.10207 -0.13863
N3 -1.42615 1.76358 -0.68259
C20 -0.97198 2.48293 -1.71840
C21 -1.65326 3.56656 -2.22905
H12 -4.29112 3.40864 -0.11786
H13 -2.96069 1.47457 0.66519
H14 -0.04193 2.15951 -2.16291
H15 -1.24962 4.11177 -3.06927

Values from the calculation:
Kohn-Sham gap, eV: 7.55
Net charge: +1
Total energy, eV: -323411.45697

=====

Q: Among the records above, which one has the lowest total energy?
A: C21H15AsBr3IrN3O6S

=====

Q: Among the records above, which one has the highest total energy?
A: C4H6N2O